13
Properties=species:S:1:pos:R:3:nbo_charge:R:1 method="wB97M-V/def2-TZVPD" multiplicity=1 gap_ev=9.98 energy_ev=-9144.51080 charge=+1 e_above_lowest_kcal_mol=127.6
C -0.195 1.374 0.367 -0.097
N -0.967 0.382 -0.309 -0.426
N 1.273 1.111 0.236 -0.422
N 1.039 -1.135 0.080 -0.095
N -0.560 -0.959 0.064 -0.342
O 1.457 -0.190 -0.613 -0.163
H -0.617 2.294 -0.185 0.270
H -0.468 1.277 1.352 0.210
H -1.068 0.462 -1.284 0.398
H 1.735 1.956 -0.005 0.412
H 1.775 0.908 1.005 0.403
H -0.803 -1.009 1.120 0.420
H -0.934 -1.705 -0.442 0.432


23
Properties=species:S:1:pos:R:3:nbo_charge:R:1 method="wB97M-V/def2-TZVPD" multiplicity=1 gap_ev=10.29 energy_ev=-16652.05708 smiles=O[C@H]1[C@@H](O)[C@@H](O)C[C@H](O)[C@H]1O e_above_lowest_kcal_mol=38.6
C -0.337 1.258 0.291 0.078
C -1.203 0.630 -0.789 -0.456
C -1.254 -0.851 -0.502 0.052
C 0.111 -1.389 -0.020 0.040
C 1.205 -0.501 -0.701 0.032
C 1.265 0.814 0.153 0.058
H 0.333 3.062 0.370 0.477
H -0.737 0.989 1.218 0.163
H -2.182 1.166 -0.657 0.224
H -0.696 0.896 -1.692 0.228
H -1.665 -1.360 -1.298 0.192
H -2.837 -0.416 0.533 0.484
H 0.236 -2.462 -0.345 0.200
H -0.841 -1.482 1.491 0.500
H 0.990 -0.216 -1.682 0.195
H 2.836 -1.065 0.071 0.470
H 1.697 1.539 -0.538 0.182
H 1.347 -0.189 1.616 0.503
O -0.473 2.608 0.043 -0.721
O -2.252 -1.198 0.487 -0.737
O 0.069 -1.360 1.449 -0.742
O 2.498 -1.129 -0.867 -0.699
O 1.892 0.654 1.371 -0.721


350
Properties=species:S:1:pos:R:3:mulliken_charge:R:1 method="wB97M-V/def2-TZVPD" multiplicity=1 gap_ev=8.57 energy_ev=-168724.46949 e_above_lowest_kcal_mol=25.0
C 21.446 22.200 21.718 0.897
C 22.262 22.920 20.674 -0.791
O 21.833 22.830 19.332 -0.473
O 20.140 22.668 21.592 -0.505
H 21.935 22.425 22.645 0.445
H 21.484 21.078 21.574 -0.528
H 23.270 22.479 20.656 0.341
H 22.337 23.977 21.038 0.257
H 20.870 22.896 19.403 0.213
H 19.599 22.030 22.120 0.126
C 14.263 21.634 17.141 0.520
C 13.991 21.571 18.578 0.354
O 12.936 20.628 18.760 -0.461
O 13.040 21.884 16.432 -0.896
H 14.712 20.701 16.770 -0.714
H 15.027 22.424 17.024 0.324
H 13.723 22.511 18.980 -0.101
H 14.910 21.260 19.050 -0.110
H 12.293 20.911 18.129 0.275
H 13.046 21.291 15.632 0.219
C 18.988 12.128 16.588 -0.682
C 18.004 12.686 17.577 0.352
O 17.673 11.758 18.565 -0.538
O 19.226 13.122 15.514 -0.297
H 18.546 11.245 16.066 0.313
H 19.925 11.831 17.018 0.278
H 17.118 13.006 17.065 0.438
H 18.524 13.584 17.990 -0.419
H 18.393 11.401 19.075 0.256
H 19.635 13.884 15.938 -0.108
C 12.213 16.630 19.396 -0.910
C 13.114 17.753 19.738 1.378
O 12.394 18.637 20.644 -0.768
O 11.059 17.139 18.746 -0.605
H 11.943 16.120 20.298 0.393
H 12.652 15.900 18.714 0.350
H 13.400 18.293 18.804 -0.284
H 14.055 17.491 20.186 -0.184
H 12.503 19.562 20.290 0.457
H 10.841 17.878 19.323 0.386
C 18.629 19.528 24.020 0.079
C 20.063 19.010 23.962 0.116
O 20.100 17.752 24.617 0.061
O 18.622 20.876 23.451 -0.401
H 18.306 19.631 25.098 0.621
H 17.871 18.835 23.585 0.207
H 20.652 19.714 24.510 0.271
H 20.457 18.843 22.949 -0.725
H 20.729 17.780 25.286 -0.271
H 17.742 21.252 23.633 -0.094
C 18.761 22.212 16.486 0.560
C 18.474 21.907 15.076 -0.731
O 19.183 22.847 14.235 -0.734
O 17.774 23.152 16.991 -0.489
H 19.784 22.554 16.616 0.541
H 18.730 21.272 17.092 -0.551
H 17.448 22.021 14.805 0.637
H 18.765 20.855 14.836 -0.026
H 20.169 22.757 14.279 0.461
H 17.882 23.879 16.400 0.376
C 22.047 21.138 15.384 -1.044
C 21.917 20.908 16.831 2.232
O 23.120 21.245 17.516 -0.678
O 21.742 22.454 14.969 -0.617
H 21.379 20.517 14.771 0.165
H 23.070 20.909 15.157 0.574
H 21.689 19.838 16.988 -0.859
H 21.031 21.488 17.258 -0.814
H 22.898 21.903 18.231 0.512
H 22.218 23.124 15.463 0.311
C 21.630 15.153 16.847 1.107
C 22.047 16.198 15.809 -0.655
O 21.826 17.525 16.360 0.295
O 20.279 15.243 17.161 1.912
H 22.367 15.232 17.714 -1.239
H 21.689 14.131 16.495 0.756
H 21.414 16.131 14.997 -0.306
H 23.058 15.987 15.462 0.465
H 22.638 17.805 16.828 -0.547
H 20.152 16.048 17.674 -1.175
C 25.049 19.658 26.323 -1.663
C 24.307 18.844 25.177 2.191
C 25.391 18.060 24.369 -1.038
C 25.926 16.842 25.139 -0.871
C 24.725 15.992 25.491 -1.118
C 23.694 16.728 26.390 1.676
N 23.277 17.903 25.658 1.215
O 22.348 18.627 26.475 -0.481
C 22.485 15.795 26.722 -1.871
C 24.456 16.892 27.672 -1.934
C 23.627 19.809 24.200 -2.597
H 25.882 19.091 26.742 0.375
H 24.416 20.049 27.090 0.276
H 25.527 20.508 25.821 0.473
H 24.905 17.718 23.477 0.224
H 26.206 18.785 24.016 0.416
H 26.546 17.240 25.942 0.409
H 26.652 16.256 24.515 0.407
H 25.130 15.134 25.992 0.490
H 24.198 15.545 24.690 -0.171
H 22.931 14.840 27.044 0.481
H 21.825 16.160 27.501 0.544
H 21.985 15.488 25.837 -0.284
H 25.475 17.279 27.508 0.298
H 23.898 17.464 28.373 0.509
H 24.613 15.927 28.146 0.437
H 22.871 20.402 24.728 0.423
H 22.962 19.307 23.484 0.187
H 24.268 20.448 23.607 0.656
H 22.816 18.654 27.354 0.367
C 16.754 9.870 22.589 -2.329
C 15.387 10.437 22.859 1.654
C 15.330 11.041 24.234 -1.077
C 14.156 12.012 24.332 -1.151
C 14.263 13.085 23.275 -0.941
C 14.310 12.625 21.835 2.263
N 15.280 11.532 21.800 1.423
O 15.262 10.926 20.500 -0.610
C 12.895 12.271 21.320 -1.688
C 14.912 13.683 20.918 -2.420
C 14.350 9.322 22.812 -1.753
H 17.505 10.583 22.379 0.358
H 16.681 9.174 21.710 0.370
H 16.986 9.208 23.418 0.554
H 15.363 10.161 24.889 0.718
H 16.247 11.631 24.452 -0.088
H 14.118 12.455 25.335 0.220
H 13.232 11.474 24.171 0.552
H 15.216 13.616 23.449 -0.658
H 13.424 13.729 23.358 0.965
H 12.286 11.696 22.059 0.281
H 12.292 13.188 21.135 0.306
H 13.029 11.723 20.399 0.453
H 14.897 13.361 19.896 0.866
H 14.232 14.532 20.893 0.133
H 15.852 14.025 21.276 0.144
H 13.443 9.624 23.245 0.402
H 14.740 8.505 23.422 0.463
H 14.171 8.937 21.731 0.264
H 16.053 11.357 20.067 0.324
C 14.930 21.134 13.411 -1.546
C 14.136 19.786 13.401 1.703
C 14.907 18.817 14.317 0.959
C 14.041 17.611 14.742 -0.937
C 12.810 18.087 15.489 -0.182
C 11.925 19.093 14.562 1.314
N 12.872 20.154 14.087 1.328
O 12.153 21.106 13.422 -0.680
C 11.217 18.170 13.508 -1.826
C 10.727 19.781 15.275 -1.355
C 13.994 19.134 12.013 -1.095
H 14.356 22.010 13.075 0.474
H 15.825 21.042 12.751 0.414
H 15.319 21.339 14.421 -0.139
H 15.745 18.405 13.718 -1.374
H 15.202 19.422 15.162 -0.170
H 14.673 17.024 15.419 0.064
H 13.865 17.042 13.835 0.803
H 13.172 18.718 16.318 -0.843
H 12.218 17.226 15.857 0.752
H 10.459 17.573 14.008 0.523
H 10.693 18.865 12.817 0.411
H 11.724 17.441 12.868 0.240
H 10.403 20.684 14.747 0.337
H 9.901 19.092 15.244 0.555
H 10.882 20.050 16.355 -0.062
H 14.939 19.326 11.440 0.272
H 13.184 19.541 11.336 0.249
H 13.838 18.005 11.990 0.079
H 11.903 20.712 12.585 0.393
C 16.749 15.569 24.906 -1.469
C 16.031 16.200 26.154 2.898
C 14.810 15.385 26.591 -1.591
C 15.213 14.073 27.259 0.324
C 16.204 14.379 28.397 -1.958
C 17.424 15.290 28.140 2.466
N 16.857 16.448 27.356 -0.094
O 17.895 17.320 27.011 -0.422
C 17.990 15.831 29.467 -1.994
C 18.515 14.517 27.346 -1.019
C 15.394 17.584 25.638 -2.484
H 17.040 14.519 25.088 -0.451
H 17.678 16.038 24.671 -0.085
H 16.195 15.577 23.997 0.989
H 14.230 15.964 27.320 0.495
H 14.194 15.226 25.729 0.419
H 15.661 13.464 26.474 -0.385
H 14.385 13.468 27.679 0.524
H 16.469 13.455 28.842 0.642
H 15.619 14.874 29.168 0.422
H 17.355 16.595 29.958 0.403
H 18.059 14.951 30.114 0.445
H 19.051 16.183 29.418 0.221
H 18.211 14.367 26.302 -0.054
H 19.514 14.953 27.247 -0.025
H 18.714 13.551 27.869 0.546
H 14.929 17.471 24.668 0.527
H 16.052 18.485 25.641 0.067
H 14.584 17.868 26.339 0.649
H 18.459 16.868 26.330 0.238
C 21.735 13.066 24.290 -1.465
C 21.343 12.158 23.123 2.198
C 19.974 12.563 22.479 -1.792
C 19.992 13.893 21.817 0.400
C 20.980 13.891 20.699 -0.433
C 22.392 13.414 21.130 1.802
N 22.340 12.160 21.981 0.036
O 23.646 11.958 22.520 -0.456
C 23.133 12.940 19.846 -1.350
C 23.124 14.648 21.786 -0.397
C 21.271 10.761 23.714 -1.790
H 21.606 14.093 23.909 -0.432
H 22.742 12.909 24.622 0.530
H 20.975 13.051 25.072 0.615
H 19.797 11.773 21.719 0.305
H 19.236 12.564 23.273 0.529
H 20.344 14.610 22.592 -0.394
H 18.973 14.170 21.468 0.170
H 21.080 14.859 20.170 -0.528
H 20.685 13.156 19.970 0.305
H 22.554 12.140 19.335 0.343
H 23.188 13.825 19.146 -0.237
H 24.130 12.570 20.113 0.608
H 23.339 15.355 20.946 -0.416
H 22.535 15.108 22.587 -0.361
H 24.030 14.326 22.311 0.704
H 20.599 10.167 23.101 0.407
H 20.852 10.856 24.734 0.307
H 22.247 10.303 23.716 0.361
H 23.942 11.237 21.986 0.397
C 17.435 17.655 10.592 -1.700
C 17.949 16.628 11.673 2.014
C 16.672 15.846 12.171 -0.792
C 17.069 14.667 13.077 0.481
C 18.013 13.761 12.343 -2.250
C 19.294 14.374 11.714 2.185
N 18.843 15.633 10.966 0.074
O 20.004 16.342 10.504 -0.486
C 20.390 14.541 12.777 -0.954
C 19.728 13.431 10.593 -1.867
C 18.506 17.480 12.847 -1.168
H 16.650 18.309 11.005 -0.090
H 17.050 17.115 9.736 0.533
H 18.275 18.310 10.217 0.387
H 16.027 16.492 12.815 -0.493
H 15.969 15.516 11.404 0.578
H 16.193 14.073 13.388 0.790
H 17.427 15.045 14.046 -0.726
H 17.486 13.333 11.493 0.722
H 18.337 12.997 13.001 0.330
H 20.964 13.650 12.961 0.462
H 21.059 15.337 12.468 0.396
H 19.771 14.811 13.629 -0.616
H 20.770 13.518 10.343 0.435
H 19.671 12.392 10.971 0.375
H 19.122 13.574 9.687 0.429
H 17.811 18.194 13.233 0.114
H 19.366 18.094 12.533 0.570
H 18.913 16.944 13.713 -0.212
H 19.990 16.225 9.568 0.342
C 13.600 20.579 24.114 -1.984
C 14.178 21.559 23.117 1.502
C 12.940 22.371 22.545 -1.077
C 13.322 23.691 21.911 -0.247
C 14.095 24.548 22.960 -1.340
C 15.367 23.885 23.406 1.994
N 14.958 22.573 23.886 -0.005
O 16.138 21.894 24.403 -0.469
C 16.400 23.845 22.207 -0.986
C 15.993 24.661 24.576 -2.000
C 14.987 20.706 22.085 0.933
H 14.347 20.068 24.717 0.144
H 13.026 19.872 23.523 0.358
H 12.865 21.089 24.733 0.563
H 12.287 21.708 21.925 0.185
H 12.383 22.553 23.463 0.456
H 12.411 24.330 21.688 0.338
H 13.923 23.618 20.999 0.039
H 13.430 24.646 23.818 0.350
H 14.261 25.570 22.484 0.326
H 16.971 24.841 22.207 0.454
H 17.067 22.980 22.418 -0.397
H 15.991 23.585 21.262 0.236
H 16.921 24.178 24.877 0.373
H 16.209 25.715 24.306 0.411
H 15.257 24.669 25.407 0.421
H 14.467 19.737 21.900 0.370
H 15.942 20.451 22.518 -0.728
H 15.159 21.321 21.185 -0.490
H 15.975 21.755 25.356 0.305
C 25.080 18.277 15.383 -1.897
C 25.797 17.860 16.708 1.849
C 27.332 17.956 16.488 -1.209
C 28.195 17.811 17.712 -0.704
C 27.734 18.894 18.680 -1.496
C 26.219 18.755 19.100 2.634
N 25.395 18.852 17.755 -0.183
O 24.075 18.643 18.043 0.536
C 25.968 17.458 19.806 -2.415
C 25.745 19.842 20.103 -2.113
C 25.373 16.361 16.953 -2.130
H 25.454 17.563 14.649 0.510
H 25.351 19.329 15.127 0.359
H 24.030 18.165 15.373 0.159
H 27.565 17.147 15.680 0.291
H 27.535 18.988 16.058 0.327
H 29.184 18.219 17.446 0.390
H 28.245 16.788 18.001 0.421
H 27.684 19.866 18.169 0.455
H 28.307 19.034 19.585 0.422
H 24.961 17.147 19.810 0.261
H 26.672 16.728 19.403 0.377
H 26.266 17.647 20.831 0.460
H 24.954 19.507 20.765 0.347
H 26.648 20.102 20.641 0.684
H 25.412 20.769 19.568 0.190
H 25.606 15.748 16.043 0.466
H 24.321 16.286 17.097 0.437
H 25.892 15.933 17.803 0.380
H 23.749 19.564 18.167 -0.196
C 17.483 17.101 16.699 -0.482
C 17.629 17.620 18.136 3.101
C 17.137 16.689 19.197 -1.074
C 17.475 17.165 20.585 -0.280
C 18.989 17.189 20.752 0.345
C 19.615 18.154 19.735 3.301
N 19.107 17.765 18.327 0.439
O 19.466 18.822 17.467 1.593
C 19.348 19.646 20.063 0.469
C 21.127 17.940 19.736 -0.036
C 16.844 18.960 18.243 -0.076
H 16.699 16.348 16.741 0.690
H 18.368 16.593 16.282 -0.907
H 17.190 17.888 16.038 -0.291
H 16.045 16.484 19.010 0.357
H 17.663 15.723 19.088 -0.749
H 17.064 16.472 21.282 0.366
H 17.065 18.138 20.795 -0.577
H 19.389 16.193 20.448 -1.271
H 19.383 17.454 21.736 -0.017
H 19.825 20.226 19.236 -0.566
H 18.280 19.843 20.045 -0.486
H 19.670 19.828 21.068 -0.456
H 21.472 16.935 19.489 -1.118
H 21.485 18.683 18.990 -0.320
H 21.485 18.278 20.719 -0.146
H 17.388 19.730 17.815 -0.010
H 16.573 19.160 19.282 -1.038
H 15.928 18.769 17.741 -0.052
H 20.195 18.311 17.041 -0.610


Number 1: HOMO energy -13.6623 eV. Number 2: HOMO energy -9.7101 eV. Number 3: HOMO energy -8.2028 eV.